# 1
The following is a quantum chemistry calculation of a structure of composition C23H21BBeF2N7O2 at a distorted geometry, from OMol25.

Atoms and positions in Å:
F1 1.296 3.975 -4.038
F2 1.924 3.060 -1.999
O1 0.454 0.477 -1.702
O2 0.809 1.803 -3.480
N1 -0.186 0.006 1.194
N2 -0.546 -1.636 -0.442
N3 0.642 -1.275 -4.362
N4 -0.435 -4.459 -0.176
N5 -0.186 4.631 0.781
N6 0.336 -0.973 8.322
N7 -0.806 1.955 -0.019
C1 -0.207 -3.701 0.847
C2 0.308 0.546 6.437
C3 0.393 -0.442 5.494
C4 0.551 -1.758 6.023
C5 -0.038 1.088 1.989
C6 0.122 0.231 7.788
C7 -0.247 2.270 1.220
C8 0.209 0.017 -6.251
C9 -0.904 -3.864 -1.284
C10 -0.278 -0.244 -3.889
C11 -0.292 -2.254 0.770
C12 0.175 -0.269 4.069
C13 1.200 -0.982 -5.712
C14 -0.197 -1.222 1.813
C15 0.438 -1.923 7.401
C16 0.027 3.602 1.602
C17 -0.806 0.342 -5.205
C18 -0.062 -1.385 3.184
C19 -0.787 4.298 -0.365
C20 0.334 0.689 -2.917
C21 -1.047 -2.515 -1.394
C22 -1.090 3.020 -0.754
C23 0.184 0.981 3.413
B1 1.357 3.020 -3.170
Be1 -0.315 0.156 -0.453
H1 -0.329 -0.450 -7.173
H2 2.187 -0.422 -5.572
H3 0.353 -2.937 7.803
H4 -0.071 1.069 8.387
H5 0.721 0.955 -6.584
H6 -0.244 -2.292 3.658
H7 -1.471 2.806 -1.784
H8 -0.085 -4.300 1.804
H9 0.678 -2.637 5.333
H10 -1.779 0.039 -5.591
H11 0.209 1.593 6.183
H12 0.325 1.972 3.896
H13 1.386 -1.961 -6.199
H14 -0.018 -2.091 -4.494
H15 -1.185 -4.522 -2.080
H16 -0.982 5.177 -0.911
H17 -0.841 1.422 -5.027
H18 -1.060 -0.704 -3.329
H19 0.455 3.812 2.600
H20 -1.807 -2.177 -2.083
H21 1.227 -1.619 -3.568

Calculated values
Net charge: +1
Gap between HOMO and LUMO (alpha / beta), Eh: 0.1328 / 0.1229
HOMO level (alpha / beta), eV: -8.1 / -7.8
Energy relative to the best compared isomer or geometry (same formula, charge and spin), kJ/mol: 293.8

These are the natural (NBO) partial charges, in e, on atoms 1 to 2: atom 1 (F): -0.450, atom 2 (F): -0.460


# 2
The following is a quantum chemistry calculation of a structure of composition C23H21BrEuF4N4 at a distorted geometry, from OMol25.

Atoms and positions in Å:
Eu1 -0.177 0.541 0.252
Br1 -0.481 0.541 3.069
F1 2.199 0.200 0.632
F2 4.458 -3.197 -2.918
F3 4.825 0.320 0.182
F4 1.853 -3.302 -2.576
N1 1.253 3.578 -1.362
N2 -2.226 -1.033 -0.449
N3 1.057 2.716 -0.361
N4 0.550 -1.480 -0.658
C1 1.684 4.779 -0.931
C2 1.369 3.389 0.739
C3 -2.626 2.781 -0.395
C4 -2.594 2.254 1.961
C5 -2.680 -0.714 -1.801
C6 -4.357 3.184 3.435
C7 4.728 -1.438 -1.391
C8 4.107 -0.581 -0.505
C9 -0.342 -2.531 -1.118
C10 -3.815 2.573 4.529
C11 1.775 4.698 0.438
C12 2.546 -2.407 -1.839
C13 2.754 -0.648 -0.298
C14 3.911 -2.344 -2.037
C15 -4.356 3.683 1.028
C16 1.874 -1.543 -0.947
C17 -2.100 1.658 3.147
C18 -3.794 3.557 -0.212
C19 -3.361 -0.931 0.473
C20 -2.654 1.786 4.387
C21 -1.673 -2.395 -0.393
C22 -3.778 3.048 2.150
C23 -2.019 2.113 0.655
H1 -5.251 3.791 3.534
H2 -2.210 1.296 5.244
H3 -5.250 4.280 1.173
H4 1.296 2.921 1.711
H5 -1.521 -2.638 0.661
H6 0.053 -3.526 -0.886
H7 2.085 5.468 1.122
H8 -4.244 4.055 -1.066
H9 -2.211 2.720 -1.397
H10 5.792 -1.408 -1.569
H11 -4.127 -1.684 0.241
H12 -3.060 0.306 -1.818
H13 -4.266 2.685 5.507
H14 1.890 5.585 -1.614
H15 -3.482 -1.396 -2.123
H16 -1.854 -0.792 -2.505
H17 1.078 3.291 -2.311
H18 -0.496 -2.504 -2.201
H19 -2.389 -3.118 -0.813
H20 -3.023 -1.083 1.499
H21 -3.804 0.060 0.399

Calculated values
Net charge: 0
Multiplicity: 8
Gap between HOMO and LUMO (alpha / beta), Eh: 0.2328 / 0.2676
HOMO level (alpha / beta), eV: -6.2 / -7.1
Energy relative to the best compared isomer or geometry (same formula, charge and spin), kJ/mol: 37.3

These are the Löwdin partial charges, in e, on atoms 1 to 2: atom 1 (Eu): 1.358, atom 2 (Br): 0.727


# 3
The following is a quantum chemistry calculation of a structure of composition C23H21BrN5O2PdSe at a distorted geometry, from OMol25.

Atoms and positions in Å:
Pd1 0.310 -0.877 -0.437
Br1 -3.717 3.315 -2.001
Se1 -1.837 -1.901 -0.615
O1 0.322 1.117 -1.327
O2 -1.892 1.014 -1.624
N1 0.987 -1.088 1.651
N2 2.996 -0.702 0.489
N3 2.327 -0.790 -0.566
N4 -3.180 -0.803 1.724
N5 -3.353 -2.961 1.570
C1 4.352 -0.788 -1.926
C2 -3.959 -1.228 2.773
C3 0.355 -1.375 2.784
C4 -0.817 3.150 -1.618
C5 0.537 5.146 -1.407
C6 2.954 -0.795 -1.802
C7 3.064 -1.117 2.847
C8 0.425 3.772 -1.474
C9 -0.839 1.635 -1.538
C10 1.010 -1.552 3.986
C11 2.338 -0.959 1.663
C12 -0.603 5.931 -1.449
C13 2.742 -1.007 -4.192
C14 -1.846 5.345 -1.604
C15 2.152 -0.911 -2.949
C16 -1.958 3.964 -1.714
C17 2.395 -1.414 4.013
C18 -4.064 -2.572 2.679
C19 -3.189 -4.320 1.097
C20 4.127 -1.027 -4.307
C21 -2.812 -1.869 0.987
C22 -2.813 0.574 1.457
C23 4.923 -0.919 -3.173
H1 -3.298 0.919 0.547
H2 -1.734 0.653 1.311
H3 1.070 -0.920 -2.855
H4 1.300 3.143 -1.403
H5 -2.181 -4.447 0.709
H6 2.935 -1.556 4.938
H7 4.141 -1.038 2.804
H8 -3.347 -5.016 1.916
H9 6.001 -0.944 -3.262
H10 -4.367 -0.556 3.505
H11 -0.527 7.007 -1.367
H12 -3.124 1.195 2.293
H13 1.511 5.606 -1.312
H14 -4.586 -3.269 3.309
H15 4.585 -1.143 -5.280
H16 -2.734 5.960 -1.643
H17 0.462 -1.795 4.884
H18 2.121 -1.081 -5.073
H19 4.957 -0.697 -1.035
H20 -0.723 -1.474 2.716
H21 -3.902 -4.540 0.302

Calculated values
Net charge: +1
Gap between HOMO and LUMO (alpha / beta), Eh: 0.2111 / 0.2094
HOMO level (alpha / beta), eV: -10.6 / -10.6
Energy relative to the best compared isomer or geometry (same formula, charge and spin), kJ/mol: 162.4

These are the natural (NBO) partial charges, in e, on atoms 1 to 2: atom 1 (Pd): 0.830, atom 2 (Br): 0.085


# 4
The following is a quantum chemistry calculation of the molecule C23H21Cl2N3O2, from OMol25.

Atoms and positions in Å:
Cl1 4.372 0.306 2.732
Cl2 6.447 2.613 -1.654
O1 1.194 -3.497 -0.954
O2 3.769 -1.873 1.016
N1 -1.264 -2.310 -1.010
N2 -1.761 0.049 -0.781
N3 -0.043 -0.846 0.306
C1 0.476 2.631 1.487
C2 -2.956 0.208 -1.567
C3 0.778 1.280 1.385
C4 -1.455 2.405 0.047
C5 -4.385 -0.345 0.423
C6 -6.401 0.861 0.905
C7 -1.153 1.063 -0.067
C8 -0.053 0.501 0.605
C9 0.861 -1.842 0.813
C10 -5.493 -0.134 1.224
C11 5.373 1.331 0.455
C12 -0.618 3.181 0.837
C13 4.359 -0.875 0.313
C14 -5.085 1.438 -1.015
C15 5.649 1.280 -0.903
C16 -6.196 1.646 -0.217
C17 3.091 -2.906 0.336
C18 4.732 0.260 1.048
C19 4.646 -0.891 -1.048
C20 5.288 0.175 -1.653
C21 -1.078 -1.132 -0.553
C22 1.774 -2.415 -0.289
C23 -4.172 0.441 -0.702
H1 -2.819 1.046 -2.259
H2 -3.679 -1.124 0.673
H3 3.711 -3.377 -0.431
H4 0.243 -3.275 -1.091
H5 -0.826 4.235 0.946
H6 -6.901 2.424 -0.470
H7 -7.266 1.025 1.529
H8 -4.927 2.054 -1.890
H9 5.506 0.144 -2.709
H10 1.468 -1.381 1.592
H11 1.631 0.866 1.897
H12 -5.648 -0.750 2.097
H13 0.283 -2.669 1.242
H14 -2.309 2.834 -0.452
H15 1.109 3.264 2.090
H16 -2.067 -2.420 -1.615
H17 4.375 -1.743 -1.651
H18 1.999 -1.597 -0.999
H19 2.865 -3.652 1.101
H20 -3.094 -0.701 -2.163
H21 5.647 2.191 1.044

Calculated values
Net charge: 0
Gap between HOMO and LUMO, Eh: 0.3113
HOMO level, eV: -7.8
Structure (SMILES): [H]/N=c1\n(Cc2ccccc2)c2ccccc2n1C[C@H](O)COc1ccc(Cl)cc1Cl
Energy relative to the best compared isomer or geometry (same formula, charge and spin), kJ/mol: 0.0

These are the natural (NBO) partial charges, in e, on atoms 1 to 2: atom 1 (Cl): 0.023, atom 2 (Cl): 0.011


# 5
The following is a quantum chemistry calculation of a structure of composition C23H21Cl2N5O5V, from OMol25.

Atoms and positions in Å:
V1 -0.370 0.295 -0.762
Cl1 -2.460 -1.720 -1.455
Cl2 2.798 -2.963 -0.056
O1 -1.142 2.207 -0.623
O2 -1.940 -0.554 -0.260
O3 -0.365 2.324 -4.226
O4 -2.708 3.074 0.727
O5 -0.180 0.777 -2.634
N1 0.489 -1.167 -0.829
N2 5.348 1.090 -0.338
N3 -3.035 0.917 -2.193
N4 -0.085 0.548 1.389
N5 3.537 1.164 1.197
C1 -3.613 -0.337 -2.275
C2 -1.431 -4.303 -0.853
C3 -0.590 -0.331 2.258
C4 1.160 -3.467 -0.376
C5 4.197 0.650 0.168
C6 -3.455 1.788 -1.110
C7 -1.105 -2.967 -0.920
C8 -2.352 2.411 -0.235
C9 3.385 2.854 2.949
C10 0.848 -4.810 -0.291
C11 -0.451 -5.237 -0.539
C12 0.768 1.472 1.806
C13 4.056 2.243 1.788
C14 -3.797 -2.381 -0.284
C15 5.256 2.782 1.333
C16 -0.853 1.580 -3.395
C17 0.202 -2.489 -0.709
C18 5.864 2.160 0.259
C19 -2.392 1.528 -3.331
C20 -0.245 -0.297 3.596
C21 0.675 0.645 4.029
C22 1.226 1.537 3.117
C23 2.227 2.533 3.531
H1 -2.454 -4.615 -1.025
H2 3.746 -0.217 -0.304
H3 -2.719 2.567 -3.427
H4 0.979 0.679 5.069
H5 1.627 -5.515 -0.033
H6 5.695 3.654 1.800
H7 -3.663 -0.720 -3.299
H8 3.957 3.653 3.410
H9 -4.098 1.225 -0.437
H10 -0.698 -6.289 -0.476
H11 1.098 2.191 1.069
H12 -4.153 -3.197 -0.963
H13 6.800 2.533 -0.143
H14 -1.472 -1.178 -2.279
H15 -0.688 -1.008 4.279
H16 1.981 3.075 4.440
H17 -1.292 -1.044 1.843
H18 -2.831 -2.544 -2.487
H19 -4.547 -0.447 -1.728
H20 -2.696 1.011 -4.246
H21 -4.037 2.627 -1.514

Calculated values
Net charge: -1
Multiplicity: 3
Gap between HOMO and LUMO (alpha / beta), Eh: 0.2213 / 0.2166
HOMO level (alpha / beta), eV: -4.3 / -4.2
Energy relative to the best compared isomer or geometry (same formula, charge and spin), kJ/mol: 822.5

These are the natural (NBO) partial charges, in e, on atoms 1 to 2: atom 1 (V): 1.331, atom 2 (Cl): 1.015